No. 1
The following is a quantum chemistry calculation of C31H47AlNO2P2S2 as an isolated structure in a non-equilibrium geometry, from the OMol25 dataset.

Results
LUMO level ... -2.96 eV
Charge ... +1
E_HOMO ... -0.3762 Ha

Geometry as XYZ:
```
86
Properties=species:S:1:pos:R:3:lowdin_charge:R:1
Al -0.377 -0.300 0.708 0.04
C -0.267 -2.268 1.554 -0.35
C 1.128 -2.649 1.426 -0.23
C 1.025 -1.085 3.115 -0.22
C -0.325 -1.271 2.651 -0.36
C 1.883 -1.884 2.338 -0.24
C -1.411 -3.173 1.232 -0.05
H -1.307 -3.644 0.248 0.06
H -2.372 -2.646 1.257 0.08
H -1.455 -3.971 1.989 0.11
C -1.490 -1.147 3.574 -0.05
H -2.443 -1.319 3.066 0.08
H -1.539 -0.152 4.028 0.05
H -1.384 -1.891 4.383 0.11
C 1.438 -0.387 4.345 -0.02
H 1.834 -1.110 5.080 0.11
H 0.607 0.146 4.820 0.08
H 2.226 0.357 4.155 0.07
C 3.336 -2.026 2.606 -0.04
H 3.524 -2.691 3.463 0.10
H 3.778 -1.052 2.856 0.08
H 3.867 -2.438 1.740 0.07
C 1.635 -3.829 0.696 -0.04
H 1.813 -4.674 1.381 0.11
H 2.595 -3.616 0.203 0.08
H 0.924 -4.171 -0.064 0.07
C -1.695 0.291 -4.948 -0.13
C -1.629 -1.041 -5.057 -0.15
C -0.822 -1.750 -6.107 -0.17
C 0.604 -1.175 -6.381 -0.18
C 1.305 -0.619 -5.181 -0.11
C 1.276 0.674 -4.807 -0.16
C 0.399 1.720 -5.434 -0.17
C -1.015 1.242 -5.887 -0.17
H -1.371 -1.762 -7.067 0.13
H 0.543 -0.429 -7.187 0.11
H -0.705 -2.807 -5.821 0.11
H -0.941 0.816 -6.896 0.11
H -2.379 0.759 -4.234 0.09
H -2.306 -1.683 -4.484 0.10
H -1.652 2.138 -5.979 0.12
H 0.260 2.543 -4.711 0.11
H 2.000 1.037 -4.072 0.10
H 0.906 2.173 -6.305 0.13
H 1.215 -2.003 -6.778 0.12
H 1.959 -1.325 -4.664 0.11
P -1.168 -0.420 -1.470 0.88
P 1.543 0.884 -0.018 0.87
C -0.256 0.975 -2.254 -0.36
C 0.785 1.776 -1.437 -0.34
H -0.983 1.678 -2.693 0.10
H 0.230 0.489 -3.111 0.03
H 1.619 2.102 -2.083 0.09
H 0.315 2.682 -1.024 0.10
C 2.412 2.096 0.995 -0.21
H 3.128 1.589 1.653 0.06
H 1.674 2.629 1.632 0.01
H 2.937 2.814 0.349 0.07
C 2.827 -0.222 -0.685 -0.20
H 3.352 0.273 -1.512 0.06
H 2.386 -1.164 -1.037 0.04
H 3.540 -0.449 0.119 0.05
C -2.938 -0.157 -1.752 -0.21
H -3.495 -0.779 -1.039 0.06
H -3.255 -0.417 -2.768 0.04
H -3.187 0.893 -1.553 0.07
C -0.631 -2.019 -2.173 -0.19
H 0.370 -2.287 -1.810 0.05
H -0.610 -2.031 -3.269 0.02
H -1.333 -2.795 -1.839 0.06
O 1.001 4.943 4.176 -0.27
S 0.757 3.527 4.297 0.67
O 1.752 2.699 4.939 -0.28
N 0.274 2.838 2.842 -0.10
C -0.945 2.320 2.855 -0.64
S -1.637 1.464 1.508 0.78
C -1.669 2.583 4.110 -0.24
C -2.941 2.188 4.528 -0.02
C -3.344 2.459 5.841 -0.04
C -2.476 3.101 6.743 -0.04
C -1.194 3.487 6.328 -0.02
C -0.826 3.232 5.015 -0.22
H -3.594 1.685 3.812 0.11
H -4.338 2.162 6.177 0.11
H -2.793 3.296 7.764 0.11
H -0.485 3.970 6.996 0.13
```

---

No. 2
The following is a quantum chemistry calculation of an isolated ion of composition C5H13N2 and charge +1 in a non-equilibrium geometry, from the OMol25 dataset.

Results
SMILES ... C=C(N)C[C@@H](C)[NH3+]
LUMO level ... -3.36 eV
Charge ... +1
E_HOMO ... -0.4702 Ha

Geometry as XYZ:
```
20
Properties=species:S:1:pos:R:3:lowdin_charge:R:1
C 1.887 -1.611 -0.724 0.06
C 0.973 -0.636 -0.693 -0.46
N 1.443 0.619 -1.154 0.00
C -0.247 -0.742 0.053 -0.16
C -1.276 0.377 0.191 -0.20
C -2.149 -0.137 1.504 -0.02
N -0.499 1.702 0.503 0.19
H 2.669 -1.868 -1.448 0.08
H 1.907 -2.599 -0.277 0.07
H 1.702 0.577 -2.308 0.21
H 2.360 0.793 -0.695 0.10
H 0.150 -1.210 1.020 0.16
H -0.718 -1.539 -0.535 0.15
H -1.890 0.573 -0.572 0.10
H -2.761 -0.991 1.197 0.09
H -2.845 0.621 1.975 0.09
H -1.429 -0.316 2.309 0.07
H -1.026 2.582 0.429 0.17
H -0.160 1.866 1.553 0.23
H 0.311 1.756 -0.079 0.07
```

---

No. 3
The following is a quantum chemistry calculation of C22H28AuIN2O2P2 as an isolated structure in a non-equilibrium geometry, from the OMol25 dataset.

Results
LUMO level ... -5.62 eV
Charge ... +2
E_HOMO ... -0.4971 Ha

Geometry as XYZ:
```
58
Properties=species:S:1:pos:R:3:lowdin_charge:R:1
Au 0.995 0.538 0.982 0.72
N 1.258 3.042 0.676 0.02
C -0.079 3.571 0.549 -0.24
C -0.303 4.878 0.223 0.00
C -1.608 5.411 0.146 -0.03
C -2.681 4.611 0.388 -0.01
C -2.492 3.243 0.697 -0.14
C -3.588 2.386 0.930 0.03
C -3.375 1.074 1.235 -0.02
C -2.057 0.611 1.288 -0.12
N -1.000 1.371 1.055 -0.04
C -1.187 2.707 0.775 -0.15
H 1.667 3.313 1.565 0.10
H 1.850 3.413 -0.057 0.09
H 0.544 5.526 0.033 0.13
H -1.742 6.459 -0.083 0.12
H -3.690 5.003 0.345 0.13
H -4.592 2.786 0.864 0.14
H -4.190 0.391 1.428 0.12
H -1.859 -0.426 1.528 0.10
C 3.741 -0.785 -0.588 -0.23
P 3.030 -0.401 1.037 0.65
C 4.255 0.696 1.787 -0.24
C 3.108 -1.954 1.951 -0.37
C 2.320 -3.063 1.249 -0.29
P 0.576 -2.922 0.631 0.85
C 0.402 -4.454 -0.278 -0.13
C -0.397 -3.047 2.133 -0.14
H 4.699 -1.296 -0.477 0.07
H 3.906 0.152 -1.120 0.06
H 3.074 -1.396 -1.195 0.04
H 5.228 0.205 1.831 0.07
H 3.951 0.971 2.797 0.06
H 4.345 1.601 1.187 0.05
H 2.723 -1.786 2.958 0.10
H 4.154 -2.251 2.045 0.11
H 2.099 -3.886 1.932 0.10
H 2.892 -3.442 0.401 0.10
H 0.997 -5.231 0.201 0.08
H 0.754 -4.336 -1.305 0.09
H -0.647 -4.743 -0.285 0.07
H -0.150 -3.981 2.643 0.08
H -1.451 -3.059 1.867 0.06
H -0.181 -2.215 2.805 0.07
I -2.591 1.558 -5.878 0.99
C -2.179 0.375 -4.237 -0.73
C -3.139 -0.518 -3.772 -0.12
C -2.866 -1.306 -2.670 0.01
C -1.631 -1.201 -2.029 -0.15
C -0.665 -0.313 -2.508 -0.02
C -0.941 0.478 -3.607 -0.13
C -1.415 -2.052 -0.864 -0.42
O -2.160 -2.825 -0.357 0.14
O -0.115 -1.801 -0.273 -0.28
H -4.094 -0.601 -4.272 0.11
H -3.603 -2.007 -2.300 0.13
H 0.299 -0.239 -2.023 0.10
H -0.196 1.165 -3.985 0.10
```

---

No. 4
The following is a quantum chemistry calculation of a 2-piece molecular cluster, C9H10N4O2 overall in a non-equilibrium geometry, from the OMol25 dataset.

Results
SMILES ... NC1=NC(=O)N=C=C1.N=C=C1C[C@H]1CO
LUMO level (spin up / spin down) ... -2.19 / -2.19 eV
E_HOMO (spin up / spin down) ... -0.3253 / -0.3253 Ha

Geometry as XYZ:
```
25
Properties=species:S:1:pos:R:3:lowdin_charge:R:1
N -4.899 0.238 0.140 0.13
C -3.570 -0.068 0.033 -0.38
N -2.982 -1.232 0.164 0.19
C -1.657 -1.396 0.101 -0.56
O -1.129 -2.432 0.390 0.08
N -0.887 -0.230 -0.275 0.20
C -1.512 0.849 -0.441 -0.06
C -2.867 1.131 -0.332 -0.03
H -5.157 1.128 -0.347 0.13
H -5.456 -0.231 0.808 0.09
H -3.169 2.160 -0.375 0.09
N 0.470 2.355 -0.547 0.18
C 1.365 1.740 -0.046 -0.11
C 2.333 0.938 0.308 -0.09
C 3.355 0.516 1.304 -0.03
C 3.295 -0.159 -0.040 -0.20
C 2.758 -1.551 -0.301 -0.25
O 1.969 -1.602 -1.434 -0.07
H -0.540 2.192 -0.679 0.03
H 3.098 -0.103 2.114 0.10
H 4.172 1.059 1.578 0.08
H 4.064 0.021 -0.645 0.10
H 2.054 -1.954 0.629 0.17
H 3.609 -2.399 -0.527 0.17
H 1.284 -0.969 -1.580 0.06
```

---

No. 5
The following is a quantum chemistry calculation of a 2-piece molecular cluster, C5H7ClN2 overall in a non-equilibrium geometry, from the OMol25 dataset.

Results
LUMO level (spin up / spin down) ... 0.27 / 0.27 eV
E_HOMO (spin up / spin down) ... -0.2950 / -0.2949 Ha

Geometry as XYZ:
```
15
Properties=species:S:1:pos:R:3:lowdin_charge:R:1
C 1.072 -0.545 -0.375 -0.16
C 2.226 0.136 -0.549 -0.19
C 0.823 1.450 0.501 -0.19
C 0.202 0.292 0.365 -0.09
C -2.202 -0.387 0.543 -0.62
N 2.089 1.379 -0.077 0.02
N -2.303 -1.637 -0.085 -0.02
Cl -3.093 0.774 -0.347 0.66
H 0.974 -1.642 -0.439 0.09
H 2.963 -0.134 -1.337 0.12
H 0.606 2.333 1.183 0.12
H -2.263 -0.469 1.526 0.01
H 2.704 2.075 -0.081 0.09
H -2.276 -1.421 -1.088 0.07
H -1.523 -2.204 0.261 0.09
```

---

No. 6
The following is a quantum chemistry calculation of C6H8BrN2 as an isolated structure in a non-equilibrium geometry, from the OMol25 dataset.

Results
LUMO level (spin up / spin down) ... -4.30 / -4.30 eV
Charge ... +1
E_HOMO (spin up / spin down) ... -0.4517 / -0.4517 Ha

Geometry as XYZ:
```
17
Properties=species:S:1:pos:R:3:lowdin_charge:R:1
C -0.319 1.722 -0.357 0.02
C -0.025 0.907 -1.390 -0.05
C -0.427 1.359 1.033 -0.41
C -0.223 0.068 1.411 -0.51
C 0.244 -1.121 -0.185 -0.07
C 0.513 -2.515 0.074 -0.04
N 0.245 -0.441 -1.281 0.09
N -0.752 2.318 1.927 0.14
Br -0.297 -0.829 3.005 0.86
H -0.504 2.762 -0.588 0.13
H 0.020 1.293 -2.396 0.14
H -0.421 -3.082 0.020 0.12
H 1.212 -2.935 -0.651 0.11
H 0.904 -2.651 1.084 0.07
H 0.458 -0.924 -2.158 0.19
H -0.810 3.282 1.650 0.12
H -0.799 2.095 2.907 0.10
```

---

Sequential ΔE to the lowest compared entry with this formula, charge and spin output: 13.2 93.2 0.0 157.1 106.0 47.9 kcal per mole